1.
The following is a DFT calculation (the ωB97M-V functional and the def2-TZVPD basis) of C17H35F6N3O3PSbSeTi as an isolated structure.

Its total charge is +1. For the energy relative to the best compared isomer or geometry (same formula, charge and spin), the calculation gives 0.0 kcal per mole. Its energy is -5490.424746 Eh. The spin multiplicity is 4. The calculation puts the HOMO energy (alpha / beta) at -0.3566 / -0.4131 hartree.

Last column: Mulliken spin population.
Positions of all 68 atoms, in Å:
Ti (-0.6645, 0.8220, 0.2184)  1.734
C (1.4517, 1.2809, -2.9263)  0.019
O (1.5137, 1.1457, -1.5099)  -0.079
C (2.2976, 2.1588, -0.9155)  0.005
C (2.5502, 1.8109, 0.5337)  0.006
O (1.3593, 1.3873, 1.2213)  -0.006
C (1.4611, 1.6298, 2.6335)  0.018
C (0.9193, 2.9946, 2.9778)  0.008
O (-0.4678, 2.9916, 2.7474)  0.024
C (-1.0254, 4.2966, 2.7483)  0.000
H (1.0491, 2.2552, -3.2092)  0.001
H (2.4473, 1.1566, -3.3617)  0.004
H (0.7932, 0.4979, -3.2963)  -0.004
H (3.2754, 2.2260, -1.4089)  0.002
H (1.8022, 3.1271, -1.0159)  -0.004
H (3.2861, 1.0061, 0.6174)  -0.001
H (2.9528, 2.6997, 1.0258)  0.000
H (0.8918, 0.8506, 3.1379)  -0.014
H (2.5068, 1.5458, 2.9374)  0.002
H (1.1470, 3.2229, 4.0278)  0.000
H (1.4085, 3.7597, 2.3589)  -0.002
H (-0.8836, 4.7822, 3.7189)  0.001
H (-0.5734, 4.9129, 1.9660)  0.000
H (-2.0882, 4.1939, 2.5439)  0.000
C (0.0357, -2.9947, -2.5112)  0.007
C (0.4699, -3.4217, -1.1114)  0.000
Sb (0.9842, -1.7570, 0.1423)  0.041
C (3.1151, -1.9232, -0.0191)  0.005
C (3.6636, -1.5929, -1.4034)  0.000
C (0.7447, -2.7456, 2.0457)  0.005
C (1.7198, -3.8810, 2.3376)  -0.002
H (-0.2431, -3.8563, -3.1199)  0.000
H (0.8357, -2.4700, -3.0377)  0.000
H (-0.8244, -2.3220, -2.4709)  0.000
H (1.3315, -4.0911, -1.1514)  0.000
H (-0.3319, -3.9645, -0.6064)  0.000
H (3.3494, -2.9551, 0.2461)  0.000
H (3.5685, -1.2929, 0.7489)  0.000
H (3.1897, -2.2015, -2.1766)  0.000
H (4.7358, -1.7876, -1.4526)  0.000
H (3.4973, -0.5481, -1.6627)  0.002
H (-0.2829, -3.1225, 2.0477)  0.001
H (0.7911, -1.9794, 2.8234)  -0.003
H (1.6737, -4.6566, 1.5708)  0.000
H (1.4950, -4.3551, 3.2946)  0.000
H (2.7497, -3.5269, 2.3852)  0.000
C (-5.1115, -1.3672, -2.5631)  -0.001
N (-3.9886, -1.3475, -1.6360)  0.001
C (-3.6981, -2.2945, -0.6865)  0.005
C (-2.6062, -1.8349, -0.0197)  0.039
N (-2.2190, -0.6247, -0.5499)  0.001
C (-3.0819, -0.3647, -1.5164)  0.051
H (-5.3021, -2.3913, -2.8729)  0.000
H (-4.8611, -0.7754, -3.4395)  0.000
H (-6.0026, -0.9576, -2.0916)  0.000
H (-4.2820, -3.1913, -0.5773)  0.000
H (-2.0772, -2.2984, 0.7958)  -0.007
H (-3.0787, 0.5123, -2.1419)  0.002
Se (-2.5323, -0.6295, 4.6866)  0.970
C (-1.7995, -0.1366, 3.1066)  0.086
N (-1.3029, 0.1870, 2.1156)  0.040
F (-0.3435, 3.1193, -0.1382)  0.015
P (-1.7075, 3.2553, -1.0825)  0.009
F (-3.0288, 3.1694, -1.9386)  0.000
F (-2.1763, 4.5155, -0.2725)  0.000
F (-0.9106, 4.0838, -2.1557)  0.000
F (-2.3887, 2.2386, 0.0774)  -0.005
F (-1.1788, 1.8236, -1.7893)  0.023

Force components x, y, z for each atom (eV/Å):
0.69 -0.05 -0.40
-0.03 -0.04 0.04
0.05 -0.07 0.03
0.00 0.00 0.03
0.01 -0.05 -0.07
-0.12 0.09 -0.16
-0.03 0.05 0.05
-0.03 0.04 0.05
0.01 -0.10 0.02
-0.01 0.00 0.01
-0.03 0.02 0.01
0.01 0.00 0.00
0.00 0.01 0.01
0.01 0.01 0.01
-0.03 0.00 0.01
-0.02 -0.02 -0.02
0.02 -0.02 -0.01
-0.01 0.03 -0.02
0.00 -0.03 0.01
-0.01 0.01 0.00
0.00 0.00 0.00
0.00 -0.01 0.00
0.00 -0.01 0.01
0.02 0.00 0.00
0.00 0.02 0.00
0.00 -0.04 -0.04
-0.08 0.02 0.04
0.07 -0.03 0.04
-0.04 -0.01 -0.01
-0.03 -0.05 0.02
0.01 -0.01 -0.03
0.00 0.00 0.00
0.00 0.00 0.00
0.00 0.00 0.01
0.00 0.02 0.00
-0.01 0.01 0.00
-0.01 0.00 -0.01
0.00 0.01 0.00
0.00 0.00 0.01
0.00 0.01 0.00
-0.02 0.04 -0.02
0.00 0.02 0.01
0.03 0.02 -0.01
0.00 0.01 -0.01
0.00 0.00 0.00
-0.01 0.01 0.01
0.00 -0.01 0.01
0.01 0.00 -0.03
-0.01 0.00 0.00
0.00 -0.02 -0.02
-0.05 0.12 0.05
0.05 -0.05 -0.03
0.00 0.00 -0.01
0.00 0.01 0.01
0.00 -0.01 0.00
0.00 0.00 0.01
-0.01 0.01 0.01
-0.02 0.01 0.01
-0.01 0.01 -0.01
0.07 -0.01 0.04
-0.29 -0.14 0.52
-0.06 0.06 -0.07
-0.02 -0.08 0.02
-0.01 0.02 -0.01
-0.01 0.03 0.00
0.00 0.02 -0.02
0.01 -0.01 -0.03
-0.05 0.12 -0.09

2.
The following is a DFT calculation (the ωB97M-V functional and the def2-TZVPD basis) of a 8-piece molecular cluster, BF4H14O7 overall in a non-equilibrium geometry.

Its total charge is -1. For the energy relative to the best compared isomer or geometry (same formula, charge and spin), the calculation gives 11.1 kcal per mole. Its energy is -959.736837 Eh. The calculation puts the HOMO energy at -0.2960 hartree.

Last column: natural (NBO) charge in e.
Positions of all 26 atoms, in Å:
B (-0.5150, 0.5040, -0.3466)  1.362
F (0.1840, 1.6810, -0.6176)  -0.573
F (-0.6150, -0.2090, -1.5406)  -0.575
F (0.1330, -0.3020, 0.5994)  -0.577
F (-1.8300, 0.7830, 0.1414)  -0.581
O (2.1240, -0.9820, 2.1374)  -0.966
H (1.4500, -0.7760, 1.4844)  0.490
H (2.0370, -1.9470, 2.2324)  0.457
O (-1.1220, -1.8730, -3.5826)  -0.968
H (-0.2430, -2.1940, -3.5256)  0.464
H (-1.1860, -1.0380, -3.0866)  0.498
O (-3.6410, -1.5040, 0.0554)  -0.971
H (-3.1270, -1.7350, 0.8614)  0.475
H (-3.4850, -0.5980, -0.2406)  0.495
O (1.5360, 3.2560, 1.2924)  -0.944
H (2.2990, 3.3530, 0.7014)  0.452
H (0.8060, 3.0080, 0.7384)  0.488
O (-1.3450, 1.5150, 2.8084)  -0.977
H (-0.9440, 0.6780, 3.1124)  0.473
H (-1.5360, 1.4670, 1.8574)  0.492
O (0.3800, -2.8790, -0.1076)  -0.958
H (1.1420, -2.3810, -0.4356)  0.469
H (-0.2570, -2.1890, 0.0824)  0.485
O (2.7060, 1.1720, -1.7546)  -0.956
H (3.2450, 1.8300, -1.3166)  0.456
H (1.8040, 1.3610, -1.5496)  0.491

Force components x, y, z for each atom (eV/Å):
-0.89 -0.22 -0.44
-0.03 0.31 0.30
-0.02 0.01 0.01
-0.25 0.45 0.02
0.56 0.22 -0.21
0.37 -0.98 0.43
-0.06 0.31 -0.06
0.11 0.55 -0.02
-1.67 0.59 -0.54
1.18 -0.13 0.39
0.42 -0.69 -0.06
-0.17 -0.79 0.48
-0.40 0.96 -1.08
0.58 -0.22 0.65
1.10 0.60 0.38
-0.50 -0.13 0.24
-0.49 -0.41 -0.50
0.03 -0.12 0.51
-0.27 0.66 -0.77
0.18 -0.52 0.41
0.51 -0.41 -0.09
-0.24 -0.11 0.06
-0.15 0.15 -0.07
1.25 -0.47 -0.66
-0.08 0.08 0.17
-1.07 0.31 0.45

3.
The following is a DFT calculation (the ωB97M-V functional and the def2-TZVPD basis) of a 2-piece molecular cluster, C4H9NO overall.

Its total charge is 0. For the energy relative to the best compared isomer or geometry (same formula, charge and spin), the calculation gives 68.1 kcal per mole. Its energy is -287.724004 Eh. The calculation puts the HOMO energy at -0.3325 hartree. The SMILES is C[C@@H]1CN1.C=O.

Last column: natural (NBO) charge in e.
Positions of all 15 atoms, in Å:
C (-0.9008, -0.6016, -1.7608)  -0.620
C (-0.3111, -0.6046, -0.3778)  -0.076
C (-1.0195, 0.1494, 0.6851)  -0.257
N (0.2119, 0.6489, 0.1265)  -0.567
H (-0.1155, -0.6112, -2.5216)  0.217
H (-1.5097, 0.3012, -1.8985)  0.202
H (-1.5468, -1.4723, -1.8956)  0.222
H (0.3050, -1.4594, -0.0821)  0.226
H (-1.9605, 0.6533, 0.4757)  0.199
H (-0.9079, -0.2183, 1.7009)  0.200
H (0.1414, 1.4143, -0.5294)  0.370
C (1.8951, 0.4499, 1.5074)  0.292
O (2.3713, -0.6305, 1.2319)  -0.607
H (1.0780, 0.5749, 2.2436)  0.097
H (2.2690, 1.4061, 1.0947)  0.103

Force components x, y, z for each atom (eV/Å):
0.01 -0.03 -0.01
-0.07 0.01 -0.12
-0.36 -0.33 0.33
0.20 0.49 -0.35
-0.11 -0.07 0.02
0.09 -0.17 -0.04
0.07 0.06 -0.11
-0.21 0.20 -0.07
0.15 -0.14 -0.12
-0.12 0.15 0.03
-0.34 0.08 -0.07
-0.18 -0.22 -0.31
0.20 0.21 0.37
0.40 -0.07 0.26
0.28 -0.16 0.19

4.
The following is a DFT calculation (the ωB97M-V functional and the def2-TZVPD basis) of C5H4CoO as an isolated structure in a non-equilibrium geometry.

Its total charge is +1. Its energy is -1650.276199 Eh. The spin multiplicity is 5. The calculation puts the HOMO energy (alpha / beta) at -0.4637 / -0.4230 hartree.

Last column: Mulliken spin population.
Positions of all 11 atoms, in Å:
C (-1.6430, -0.1532, -0.4054)  0.032
H (-2.6480, -0.5920, -0.4704)  0.026
H (-1.0505, 1.0730, 1.5573)  0.016
H (-1.2271, -0.8558, -1.1414)  0.005
C (-0.9347, 0.2454, 0.8554)  0.201
C (0.2649, -0.2340, 0.4865)  -0.059
C (1.5355, -0.5084, 0.4033)  0.062
C (2.5726, -1.0769, -0.1235)  0.105
O (3.5890, -1.5039, -0.5076)  0.116
Co (1.7384, 2.6978, -0.6726)  3.460
H (-2.1971, 0.9080, 0.0184)  0.036

Force components x, y, z for each atom (eV/Å):
-4.93 2.32 2.50
-0.19 -0.56 1.52
-0.45 -0.62 0.01
1.02 1.74 -0.55
3.46 -3.40 -1.91
1.81 0.94 3.62
-2.52 0.82 -0.93
3.02 -0.75 -0.63
-2.22 0.64 0.61
0.16 -0.31 -0.02
0.83 -0.81 -4.23